A 2-piece molecular cluster, C5H10N2O2 overall in a non-equilibrium geometry. Source: the Open Molecules 2025 dataset; level of theory: ωB97M-V/def2-TZVPD.

XYZ file:
```
19
Properties=species:S:1:pos:R:3
C 1.523 -1.418 -1.528
C -1.812 1.821 1.297
C -0.767 0.676 1.280
C 0.257 -0.992 -1.601
C 1.445 0.631 0.373
N 2.587 -1.973 -1.533
N -1.007 -1.446 -1.064
O 1.891 -0.287 0.968
O 0.318 1.299 0.590
H -2.768 1.624 1.952
H -1.425 2.807 1.543
H -2.079 1.881 0.283
H -1.287 -0.261 0.942
H -0.305 0.544 2.274
H 0.316 -0.235 -2.397
H 2.046 1.065 -0.576
H -1.403 -2.169 -1.634
H -0.877 -1.959 -0.188
H 3.345 -1.606 -0.980
```

Summary:
- ⟨S²⟩ = 2.01
- frontier orbital gap (spin up / spin down) (eV) = 5.76 / 8.94
- spin multiplicity = 3
- lowest unoccupied orbital energy (spin up / spin down) (eV) = 0.962 / -1.680
- ΔE to the lowest compared entry with this formula, charge and spin (kcal/mol) = 15.52

A single C5H10N2O3 molecule in a non-equilibrium geometry. Source: the Open Molecules 2025 dataset; level of theory: ωB97M-V/def2-TZVPD.

XYZ file:
```
20
Properties=species:S:1:pos:R:3
C 0.331 -2.318 0.344
C 1.116 -1.432 -0.282
C 0.945 0.062 -0.392
N 1.582 0.697 0.790
C -0.473 0.649 -0.736
O -1.032 0.012 -1.881
O -0.257 1.992 -1.174
C -1.544 0.666 0.410
N -1.127 0.510 1.699
O -2.736 0.830 0.163
H 0.586 -3.375 0.328
H -0.555 -2.037 0.898
H 1.991 -1.824 -0.801
H 1.574 0.352 -1.248
H 2.594 0.645 0.669
H 1.366 1.699 0.738
H -2.001 0.079 -1.751
H -0.409 1.917 -2.134
H -0.145 0.343 1.915
H -1.807 0.532 2.445
```

Summary:
- frontier orbital gap (eV) = 10.70
- spin multiplicity = 1
- SMILES = C=C[C@H](N)C(O)(O)C(N)=O
- lowest unoccupied orbital energy (eV) = 0.811
- ΔE to the lowest compared entry with this formula, charge and spin (kcal/mol) = 39.19

A single C5H10N2O3 molecule in a non-equilibrium geometry. Source: the Open Molecules 2025 dataset; level of theory: ωB97M-V/def2-TZVPD.

XYZ file:
```
20
Properties=species:S:1:pos:R:3
N -1.639 1.131 -0.600
C -2.350 0.039 -0.150
O -3.439 -0.327 -0.534
C -1.459 -0.862 0.742
C -0.183 -1.078 -0.030
C 1.031 -0.283 0.696
N 0.675 1.022 1.420
C 2.062 0.015 -0.322
O 1.969 1.162 -0.763
O 2.998 -0.910 -0.655
H -2.227 1.830 -1.006
H -0.787 1.480 -0.113
H -2.078 -1.717 0.890
H -1.126 -0.272 1.636
H 0.016 -2.102 -0.099
H -0.275 -0.715 -1.070
H 1.599 -0.854 1.317
H 1.136 0.943 2.350
H 1.146 1.700 0.860
H 2.512 -1.753 -0.497
```

Summary:
- frontier orbital gap (eV) = 9.82
- spin multiplicity = 1
- SMILES = NC(=O)CC[C@H](N)C(=O)O
- lowest unoccupied orbital energy (eV) = 0.264
- ΔE to the lowest compared entry with this formula, charge and spin (kcal/mol) = 40.76

A 2-piece molecular cluster, C5H10N2O3 overall in a non-equilibrium geometry. Source: the Open Molecules 2025 dataset; level of theory: ωB97M-V/def2-TZVPD.

XYZ file:
```
20
Properties=species:S:1:pos:R:3
C 0.165 -2.441 -0.062
C -0.452 -1.438 -0.079
C -0.591 0.824 0.929
C -2.655 -0.293 -0.335
C -1.031 -0.130 -0.230
N 3.084 -0.148 1.302
N 2.199 1.160 -0.352
O 3.216 1.859 -0.431
O 2.096 0.118 0.412
O -0.548 0.374 -1.508
H 0.395 -3.474 -0.173
H -1.296 0.948 1.651
H 0.346 0.455 1.425
H -0.211 1.712 0.471
H -2.954 0.718 -0.736
H -3.146 -0.511 0.710
H -2.990 -1.149 -0.933
H 3.878 0.532 1.149
H 1.334 1.122 -0.935
H -0.841 -0.237 -2.274
```

Summary:
- frontier orbital gap (spin up / spin down) (eV) = 9.86 / 8.74
- spin multiplicity = 1
- lowest unoccupied orbital energy (spin up / spin down) (eV) = 0.568 / 0.178
- ΔE to the lowest compared entry with this formula, charge and spin (kcal/mol) = 243.73

A 2-piece molecular cluster, C5H10N2S overall in a non-equilibrium geometry. Source: the Open Molecules 2025 dataset; level of theory: ωB97M-V/def2-TZVPD.

XYZ file:
```
18
Properties=species:S:1:pos:R:3
H -3.875 1.738 -1.647
N -3.601 1.077 -0.984
N -2.454 0.643 -1.291
C -1.878 -0.417 -0.504
S -2.914 -1.142 0.826
H -1.491 -1.122 -1.147
H -1.024 0.134 -0.155
H -4.008 -0.429 0.394
C 0.814 1.726 1.240
C 1.054 0.489 0.538
C 1.425 -0.518 0.058
C 1.650 -1.836 -0.458
H 1.764 1.964 1.733
H 0.365 1.413 2.239
H 0.237 2.367 0.617
H 2.378 -1.628 -1.277
H 0.641 -2.191 -0.981
H 2.041 -2.588 0.212
```

Summary:
- frontier orbital gap (eV) = 9.70
- spin multiplicity = 1
- SMILES = [H]/N=N/CS.CC#CC
- lowest unoccupied orbital energy (eV) = 0.744
- ΔE to the lowest compared entry with this formula, charge and spin (kcal/mol) = 109.75

A 2-piece molecular cluster, C5H10N2S overall in a non-equilibrium geometry. Source: the Open Molecules 2025 dataset; level of theory: ωB97M-V/def2-TZVPD.

XYZ file:
```
18
Properties=species:S:1:pos:R:3
C -1.994 -1.036 -0.052
C 1.424 0.486 -0.579
C -0.068 0.604 1.580
C -0.654 -0.949 -0.524
C 0.027 0.335 0.031
N -3.074 -1.090 0.378
N 0.213 -1.976 -0.338
S -1.159 1.668 -0.668
H 2.325 0.116 0.029
H 1.669 1.511 -0.550
H 1.628 0.120 -1.529
H 0.650 0.021 2.079
H -1.072 0.445 1.855
H 0.050 1.708 1.895
H -0.841 -0.367 -1.996
H 1.184 -1.645 -0.301
H 0.119 -2.650 -0.994
H -0.426 2.699 -0.316
```

Summary:
- frontier orbital gap (eV) = 9.42
- spin multiplicity = 1
- lowest unoccupied orbital energy (eV) = 0.438
- ΔE to the lowest compared entry with this formula, charge and spin (kcal/mol) = 80.28

A single C5H10N2S molecule in a non-equilibrium geometry. Source: the Open Molecules 2025 dataset; level of theory: ωB97M-V/def2-TZVPD.

XYZ file:
```
18
Properties=species:S:1:pos:R:3
C 0.640 1.504 -1.092
C 0.913 0.830 0.258
C -0.348 0.680 1.116
N -1.563 0.210 0.450
N -1.598 -0.732 -0.548
C -0.742 -1.672 -0.621
C 0.435 -1.940 0.264
S 1.801 -0.765 0.062
H -0.029 0.906 -1.717
H 0.194 2.499 -0.921
H 1.572 1.651 -1.626
H 1.588 1.422 0.821
H -0.136 0.055 2.012
H -0.609 1.663 1.528
H -2.160 0.968 0.133
H -0.917 -2.368 -1.460
H 0.143 -1.992 1.301
H 0.816 -2.916 0.038
```

Summary:
- frontier orbital gap (eV) = 9.23
- spin multiplicity = 1
- SMILES = C[C@H]1CNN=CCS1
- lowest unoccupied orbital energy (eV) = 0.795
- ΔE to the lowest compared entry with this formula, charge and spin (kcal/mol) = 36.97

A single C5H10N2S molecule in a non-equilibrium geometry. Source: the Open Molecules 2025 dataset; level of theory: ωB97M-V/def2-TZVPD.

XYZ file:
```
18
Properties=species:S:1:pos:R:3
C -0.485 -0.161 0.222
C -1.497 -1.000 0.463
C -0.204 1.111 -0.384
C -0.592 2.312 0.555
C 1.649 -1.822 -0.433
N 1.253 1.273 -0.783
N 1.359 -0.905 0.609
S 2.057 0.600 0.618
H -1.522 -1.994 0.876
H -2.561 -0.651 0.103
H -0.739 1.341 -1.307
H -1.550 2.463 0.181
H 0.039 3.115 0.359
H -0.512 1.949 1.535
H 1.567 -1.204 -1.464
H 2.709 -2.029 -0.280
H 1.041 -2.779 -0.383
H 1.390 0.597 -1.549
```

Summary:
- frontier orbital gap (eV) = 9.02
- spin multiplicity = 1
- lowest unoccupied orbital energy (eV) = 0.607
- ΔE to the lowest compared entry with this formula, charge and spin (kcal/mol) = 110.70

A single C5H10N2S molecule in a non-equilibrium geometry. Source: the Open Molecules 2025 dataset; level of theory: ωB97M-V/def2-TZVPD.

XYZ file:
```
18
Properties=species:S:1:pos:R:3
C -0.586 0.550 1.402
C -0.608 -0.149 -0.019
C -0.857 1.063 -1.028
C -1.974 -1.076 -0.180
S -3.531 -0.769 -0.160
N 0.529 -0.941 -0.258
C 1.707 -0.336 -0.285
N 2.835 -1.045 -0.130
H 0.499 0.998 1.480
H -1.287 1.450 1.315
H -1.044 -0.207 2.373
H -0.515 0.794 -2.141
H -1.747 1.699 -0.994
H -0.207 1.809 -0.694
H -1.702 -2.170 -0.142
H 1.881 0.748 -0.502
H 2.831 -2.074 0.516
H 3.778 -0.343 -0.553
```

Summary:
- frontier orbital gap (eV) = 8.49
- spin multiplicity = 1
- SMILES = CC(C)(C=S)/N=C/N
- lowest unoccupied orbital energy (eV) = 0.309
- ΔE to the lowest compared entry with this formula, charge and spin (kcal/mol) = 112.95

A single C5H10N2S molecule in a non-equilibrium geometry. Source: the Open Molecules 2025 dataset; level of theory: ωB97M-V/def2-TZVPD.

XYZ file:
```
18
Properties=species:S:1:pos:R:3
C 0.888 -1.468 0.461
C -0.251 -0.430 0.376
C -0.403 0.550 1.565
C -1.450 -1.236 0.258
S -2.276 -2.131 1.442
N -0.149 0.094 -0.985
C 0.524 1.162 -1.169
N 0.401 1.904 -2.366
H 1.982 -1.049 0.983
H 0.587 -2.303 1.252
H 1.075 -1.934 -0.500
H -1.449 0.954 1.487
H -0.381 -0.078 2.439
H 0.253 1.561 1.662
H -1.908 -1.106 -0.811
H 1.054 1.806 -0.417
H 0.097 1.319 -3.220
H 1.406 2.385 -2.455
```

Summary:
- frontier orbital gap (eV) = 8.31
- spin multiplicity = 1
- SMILES = CC(C)(C=S)/N=C/N
- lowest unoccupied orbital energy (eV) = -0.271
- ΔE to the lowest compared entry with this formula, charge and spin (kcal/mol) = 71.31

An isolated ion of composition C5H10N3 and charge +1 in a non-equilibrium geometry. Source: the Open Molecules 2025 dataset; level of theory: ωB97M-V/def2-TZVPD.

XYZ file:
```
18
Properties=species:S:1:pos:R:3
C -1.576 -0.280 -1.206
N -0.668 -0.132 -0.035
C -1.463 -0.457 1.185
C -0.110 1.219 -0.032
C 1.261 1.254 -0.006
C 1.798 -0.078 -0.029
N 2.968 -0.644 0.122
N 0.391 -1.014 -0.075
H -2.251 -1.156 -1.086
H -2.482 0.418 -1.126
H -0.992 -0.323 -2.199
H -1.676 -1.522 1.191
H -0.838 -0.099 2.097
H -2.389 -0.035 0.995
H -0.705 2.248 -0.146
H 1.866 2.167 -0.014
H 3.709 -0.015 0.517
H 3.157 -1.549 -0.152
```

Summary:
- frontier orbital gap (spin up / spin down) (eV) = 8.22 / 8.22
- spin multiplicity = 1
- SMILES = C[N+]1(C)C=CC(N)=N1
- charge = +1
- lowest unoccupied orbital energy (spin up / spin down) (eV) = -4.635 / -4.635
- ΔE to the lowest compared entry with this formula, charge and spin (kcal/mol) = 122.38

C5H10N3 as an isolated structure in a non-equilibrium geometry. Source: the Open Molecules 2025 dataset; level of theory: ωB97M-V/def2-TZVPD.

XYZ file:
```
18
Properties=species:S:1:pos:R:3
C -1.834 -0.333 1.245
C -0.604 -1.863 0.063
C -0.325 0.385 0.180
C 1.218 -0.915 -1.116
C 0.081 1.757 0.318
N -1.571 -1.555 0.915
N 0.149 -0.769 -0.255
N 0.926 2.337 -0.658
H -2.553 0.068 1.851
H -0.262 -2.838 -0.147
H 1.787 -1.928 -1.145
H 0.677 -1.060 -1.998
H 1.954 -0.181 -1.118
H -0.912 2.268 0.444
H 0.601 1.729 1.254
H -1.997 -2.363 1.424
H 0.848 3.309 -0.721
H 1.816 1.951 -0.537
```

Summary:
- frontier orbital gap (eV) = 8.95
- spin multiplicity = 1
- charge = +1
- lowest unoccupied orbital energy (eV) = -3.426
- ΔE to the lowest compared entry with this formula, charge and spin (kcal/mol) = 121.25

Question: Look up the spin multiplicity of the fourth one.
Answer: 1